This record from the Open Molecules 2025 dataset describes an isolated molecule of C3H3F2N. The level of theory is ωB97M-V with the def2-TZVPD basis set.

ORCA input file:
```
! RIJCOSX wB97M-V def2-TZVPD def2/J DEFGRID3
* xyz 0 1
F 2.306 2.533 0.941
C 1.998 1.275 1.371
C 1.116 0.652 0.555
N 0.182 0.256 -0.158
C -0.291 -0.789 -1.333
F 0.201 -2.008 -1.080
H 2.522 1.047 2.290
H -1.402 -0.946 -1.381
H 0.176 -0.340 -2.146
*
```

Properties
**SMILES string**: FC=C=NCF
**Relative energy (zero: lowest compared OMol25 entry of this formula, charge and spin)**: 74.9 kcal per mole
**Frontier orbital gap**: 8.84 eV
**E_LUMO**: 0.7 eV
**HOMO energy**: -8.12 eV
**Total energy**: -370.47067 hartree

=====

This record from the Open Molecules 2025 dataset describes a cluster of 17 separate species, C3H39O17 in total. The level of theory is ωB97M-V with the def2-TZVPD basis set.

ORCA input file:
```
! RIJCOSX wB97M-V def2-TZVPD def2/J DEFGRID3
* xyz -1 1
C 20.581 -24.742 -5.680
C 20.164 -23.408 -6.390
C 18.805 -23.610 -7.128
O 20.029 -22.347 -5.460
H 20.323 -25.629 -6.231
H 19.870 -24.979 -4.898
H 21.592 -24.833 -5.366
H 20.851 -23.131 -7.209
H 18.712 -22.787 -7.799
H 17.968 -23.689 -6.510
H 18.872 -24.519 -7.737
O 16.352 -25.776 -8.628
H 15.669 -26.237 -9.087
H 15.952 -24.897 -8.682
O 23.399 -21.311 -6.579
H 23.106 -21.590 -7.461
H 23.154 -22.046 -6.028
O 21.367 -24.030 -2.458
H 22.012 -23.637 -3.033
H 20.562 -24.206 -2.987
O 15.349 -22.911 -5.335
H 14.397 -22.895 -5.550
H 15.737 -22.397 -6.042
O 19.078 -20.458 -3.611
H 19.406 -21.019 -4.330
H 18.967 -19.611 -4.040
O 15.433 -23.210 -8.298
H 14.789 -23.095 -8.942
H 16.179 -22.847 -8.792
O 20.329 -20.140 -7.069
H 20.112 -20.322 -8.001
H 20.153 -20.977 -6.631
O 17.477 -27.125 -6.421
H 18.393 -26.930 -6.569
H 17.101 -27.045 -7.293
O 16.726 -25.188 -4.393
H 16.064 -24.509 -4.576
H 16.995 -25.591 -5.237
O 17.377 -21.191 -6.265
H 18.123 -21.666 -5.954
H 17.182 -20.448 -5.723
O 17.423 -22.220 -9.968
H 17.682 -23.072 -10.316
H 16.753 -22.088 -10.666
O 18.517 -23.424 -3.441
H 19.046 -23.098 -4.161
H 18.072 -24.205 -3.698
O 20.318 -23.170 -10.007
H 19.845 -22.916 -9.251
H 19.833 -23.917 -10.303
O 19.688 -20.478 -9.579
H 20.390 -21.103 -9.784
H 18.889 -20.927 -9.783
O 22.384 -22.191 -4.208
H 21.576 -22.409 -4.600
H 22.536 -21.287 -4.427
O 18.372 -24.831 -10.370
H 17.955 -25.229 -9.637
H 17.724 -24.911 -11.069
*
```

Properties
**Relative energy (zero: lowest compared OMol25 entry of this formula, charge and spin)**: 58.5 kcal per mole
**Frontier orbital gap**: 6.26 eV
**E_LUMO**: 0.9 eV
**HOMO energy**: -5.38 eV
**Total energy**: -1416.81126 hartree

=====

This record from the Open Molecules 2025 dataset describes an isolated molecule of C23H23N3O4S. The level of theory is ωB97M-V with the def2-TZVPD basis set.

ORCA input file:
```
! RIJCOSX wB97M-V def2-TZVPD def2/J DEFGRID3
* xyz 0 1
O -2.277 -1.548 2.119
C -2.109 -0.947 1.085
N -0.908 -0.811 0.439
C 0.339 -1.324 0.794
C 0.542 -2.097 1.938
C 1.802 -2.585 2.234
C 2.879 -2.313 1.405
C 2.668 -1.542 0.279
S 4.019 -1.128 -0.817
O 5.190 -1.854 -0.411
O 3.580 -1.247 -2.176
N 4.137 0.519 -0.483
C 4.582 1.354 -1.584
C 6.107 1.327 -1.703
O 6.712 1.711 -0.487
C 6.348 0.835 0.558
C 4.828 0.820 0.757
C 1.423 -1.046 -0.038
C -3.205 -0.225 0.359
C -3.356 1.128 0.477
C -4.431 1.765 -0.195
N -5.300 1.155 -0.941
C -5.178 -0.187 -1.075
C -6.117 -0.865 -1.876
C -6.037 -2.221 -2.039
C -5.021 -2.956 -1.411
C -4.091 -2.327 -0.628
C -4.146 -0.933 -0.439
C -4.402 3.237 0.079
C -3.490 3.353 1.309
C -2.553 2.134 1.241
H -0.919 -0.291 -0.429
H -0.293 -2.312 2.584
H 1.941 -3.186 3.119
H 3.869 -2.692 1.605
H 4.117 0.966 -2.490
H 4.236 2.375 -1.393
H 6.455 2.038 -2.454
H 6.425 0.310 -1.978
H 6.851 1.204 1.453
H 6.687 -0.185 0.332
H 4.546 0.062 1.488
H 4.484 1.801 1.099
H 1.313 -0.461 -0.938
H -6.890 -0.280 -2.348
H -6.760 -2.737 -2.654
H -4.976 -4.026 -1.550
H -3.312 -2.891 -0.137
H -3.972 3.751 -0.784
H -5.399 3.641 0.243
H -4.095 3.292 2.215
H -2.942 4.293 1.330
H -1.640 2.378 0.689
H -2.262 1.773 2.227
*
```

Properties
**SMILES string**: O=C(Nc1cccc(S(=O)(=O)N2CCOCC2)c1)c1c2c(nc3ccccc13)CCC2
**Relative energy (zero: lowest compared OMol25 entry of this formula, charge and spin)**: 16.2 kcal per mole
**Frontier orbital gap**: 8.92 eV
**E_LUMO**: 0.0 eV
**HOMO energy**: -8.88 eV
**Total energy**: -1753.68738 hartree

=====

This record from the Open Molecules 2025 dataset describes an isolated molecule of C4H9NO. The level of theory is ωB97M-V with the def2-TZVPD basis set.

ORCA input file:
```
! RIJCOSX wB97M-V def2-TZVPD def2/J DEFGRID3
* xyz 0 1
C 0.311 0.292 1.613
C -0.614 -0.675 0.973
C -1.041 -0.214 -0.442
N 0.134 -0.356 -1.364
C 0.920 0.628 -1.978
O 1.091 1.756 -1.592
H 1.185 0.505 1.009
H -0.171 1.219 1.905
H 0.756 -0.014 2.569
H -0.242 -1.705 0.966
H -1.579 -0.725 1.498
H -1.800 -0.782 -0.986
H -1.277 0.867 -0.539
H 0.782 -0.963 -0.867
H 1.546 0.167 -2.766
*
```

Properties
**SMILES string**: CCCNC=O
**Relative energy (zero: lowest compared OMol25 entry of this formula, charge and spin)**: 36.2 kcal per mole
**Frontier orbital gap**: 10.53 eV
**E_LUMO**: 1.0 eV
**HOMO energy**: -9.53 eV
**Total energy**: -287.77475 hartree

=====

This record from the Open Molecules 2025 dataset describes an isolated molecule of C4H7NOS. The level of theory is ωB97M-V with the def2-TZVPD basis set.

ORCA input file:
```
! RIJCOSX wB97M-V def2-TZVPD def2/J DEFGRID3
* xyz 0 1
C -0.507 1.524 -0.640
C 0.609 -2.309 0.962
C -1.008 0.285 -0.780
C 0.536 -1.182 0.258
N -0.663 -0.966 -0.373
O 0.573 3.406 0.723
S 0.971 2.075 0.272
H -1.121 2.423 -0.730
H -0.361 -2.831 1.201
H 1.436 -2.459 1.655
H -1.984 0.089 -1.240
H 1.337 -0.587 -0.253
H -1.484 -1.548 -0.067
H 1.666 2.079 -0.987
*
```

Properties
**Relative energy (zero: lowest compared OMol25 entry of this formula, charge and spin)**: 89.2 kcal per mole
**Frontier orbital gap**: 8.83 eV
**E_LUMO**: 0.6 eV
**HOMO energy**: -8.20 eV
**Total energy**: -684.66497 hartree

=====

This record from the Open Molecules 2025 dataset describes a cluster of 2 separate species, C5H9ClN2 in total. The level of theory is ωB97M-V with the def2-TZVPD basis set.

ORCA input file:
```
! RIJCOSX wB97M-V def2-TZVPD def2/J DEFGRID3
* xyz 0 1
C 0.317 -0.138 0.717
C 1.219 -0.494 -0.140
C -1.701 -0.743 -0.705
C -1.512 1.617 0.140
C -1.230 0.116 0.416
N 3.977 -0.613 -0.008
N 3.468 -0.731 1.078
Cl 1.858 -0.856 -1.594
H 0.538 0.023 1.810
H -2.578 -0.395 -1.143
H -0.881 -1.043 -1.390
H -1.971 -1.746 -0.301
H -1.033 2.279 0.828
H -0.991 2.033 -0.831
H -2.592 1.802 0.016
H -1.801 -0.200 1.240
H 4.915 -0.912 -0.133
*
```

Properties
**Relative energy (zero: lowest compared OMol25 entry of this formula, charge and spin)**: 137.1 kcal per mole
**Frontier orbital gap (alpha / beta)**: 8.17 / 8.65 eV
**E_LUMO (alpha / beta)**: 0.6 / 0.3 eV
**HOMO energy (alpha / beta)**: -7.57 / -8.31 eV
**Total energy**: -765.41164 hartree

=====

This record from the Open Molecules 2025 dataset describes a cluster of 2 separate species, C11H27Br2N2 in total. The level of theory is ωB97M-V with the def2-TZVPD basis set.

ORCA input file:
```
! RIJCOSX wB97M-V def2-TZVPD def2/J DEFGRID3
* xyz 1 1
C 3.031 -1.772 1.083
C 2.560 -2.102 -0.371
N 1.330 -1.303 -0.757
C 0.645 -2.044 -1.869
C -0.864 -1.698 -2.074
C -1.838 -2.386 -1.046
N -2.263 -1.394 -0.031
C 1.824 0.060 -1.125
C 0.764 1.199 -1.144
C 1.465 2.608 -1.132
C -0.272 1.170 0.034
H 4.072 -2.112 1.243
H 3.026 -0.687 1.299
H 2.394 -2.274 1.836
H 3.376 -1.877 -1.084
H 2.383 -3.188 -0.407
H 0.720 -1.339 0.065
H 0.680 -3.140 -1.709
H 1.195 -1.879 -2.817
H -1.089 -0.621 -2.098
H -1.133 -2.093 -3.078
H -1.440 -3.322 -0.615
H -2.745 -2.666 -1.627
H -2.228 -1.848 0.875
H -3.205 -1.080 -0.222
H 2.669 0.405 -0.503
H 2.229 -0.030 -2.155
H 0.222 1.165 -2.112
H 2.107 2.731 -2.025
H 0.635 3.342 -1.160
H 2.011 2.798 -0.190
H -0.079 0.417 0.819
H -0.229 2.156 0.543
H -1.273 1.083 -0.405
Br -3.214 1.219 1.455
C -3.189 2.842 2.536
C -1.960 2.902 3.404
Br -2.114 1.717 4.941
H -4.115 2.857 3.104
H -3.194 3.662 1.819
H -1.837 3.900 3.823
H -1.052 2.620 2.878
*
```

Properties
**Frontier orbital gap**: 9.90 eV
**E_LUMO**: -2.4 eV
**HOMO energy**: -12.26 eV
**Total energy**: -5692.59990 hartree

=====

This record from the Open Molecules 2025 dataset describes a structure of composition C28H20BrN2OPRuSe2. The level of theory is ωB97M-V with the def2-TZVPD basis set.

ORCA input file:
```
! RIJCOSX wB97M-V def2-TZVPD def2/J DEFGRID3
* xyz 1 2
Ru -0.827 1.009 0.852
Br -7.507 -2.118 0.164
C -5.730 -1.586 0.509
C -4.877 -2.449 1.225
C -3.587 -2.086 1.490
C -3.072 -0.847 1.051
O -1.830 -0.578 1.337
C -3.937 0.025 0.335
C -3.575 1.314 -0.111
N -2.410 1.899 0.005
C -2.206 3.238 -0.427
C -3.120 4.046 -1.052
C -2.786 5.367 -1.403
C -1.549 5.877 -1.131
C -0.582 5.070 -0.493
C 0.721 5.520 -0.184
C 1.601 4.674 0.426
C 1.192 3.367 0.728
N -0.018 2.914 0.466
C -0.918 3.751 -0.143
C -5.276 -0.379 0.080
H -5.254 -3.403 1.567
H -2.920 -2.736 2.038
H -4.377 1.878 -0.577
H -4.113 3.693 -1.288
H -3.530 5.979 -1.894
H -1.295 6.894 -1.400
H 1.006 6.533 -0.438
H 2.606 4.982 0.677
H 1.879 2.678 1.202
H -5.934 0.290 -0.460
Se 1.302 0.048 0.625
P 1.303 -2.178 -0.083
Se -0.525 -3.097 -0.430
C 2.367 -2.050 -1.550
C 3.548 -1.306 -1.555
C 4.344 -1.272 -2.687
C 3.965 -1.973 -3.825
C 2.788 -2.704 -3.828
C 1.987 -2.742 -2.695
C 2.260 -2.806 1.326
C 1.785 -3.936 1.984
C 2.492 -4.464 3.053
C 3.670 -3.865 3.474
C 4.143 -2.732 2.828
C 3.444 -2.201 1.757
H 3.851 -0.735 -0.689
H 5.259 -0.695 -2.683
H 4.589 -1.945 -4.709
H 2.487 -3.248 -4.713
H 1.069 -3.313 -2.695
H 0.864 -4.398 1.652
H 2.121 -5.347 3.556
H 4.220 -4.280 4.308
H 5.060 -2.261 3.155
H 3.830 -1.317 1.270
*
```

Properties
**<S²>**: 0.9589
**Relative energy (zero: lowest compared OMol25 entry of this formula, charge and spin)**: 52.2 kcal per mole
**Frontier orbital gap (alpha / beta)**: 5.39 / 6.42 eV
**E_LUMO (alpha / beta)**: -5.3 / -4.3 eV
**HOMO energy (alpha / beta)**: -10.67 / -10.67 eV
**Total energy**: -9076.69641 hartree

=====

This record from the Open Molecules 2025 dataset describes a structure of composition C6H5IrN2O6. The level of theory is ωB97M-V with the def2-TZVPD basis set.

ORCA input file:
```
! RIJCOSX wB97M-V def2-TZVPD def2/J DEFGRID3
* xyz 3 6
O -0.373 2.451 -3.605
C -0.485 2.389 -2.371
Ir -1.080 -1.580 0.611
O -0.156 3.765 -0.290
C -0.382 3.446 -1.427
C -2.201 -0.122 0.924
O -2.879 0.833 1.070
C -1.469 -2.937 1.954
O -1.702 -3.722 2.752
C -1.935 -2.344 -0.859
O -2.497 -2.732 -1.799
H -0.680 0.840 -1.227
N 2.600 0.422 1.408
C 1.630 -0.239 0.764
N 1.735 -0.500 -0.558
O 0.641 -0.663 1.470
H 3.377 0.811 0.910
H 2.457 0.586 2.412
H 0.901 -0.704 -1.100
H 2.497 -0.002 -1.040
*
```

Properties
**<S²>**: 8.7900
**Relative energy (zero: lowest compared OMol25 entry of this formula, charge and spin)**: 16.5 kcal per mole
**Frontier orbital gap (alpha / beta)**: 6.01 / 5.59 eV
**E_LUMO (alpha / beta)**: -15.0 / -16.5 eV
**HOMO energy (alpha / beta)**: -21.03 / -22.04 eV
**Total energy**: -895.38775 hartree

=====

This record from the Open Molecules 2025 dataset describes an isolated molecule of C7H14. The level of theory is ωB97M-V with the def2-TZVPD basis set.

ORCA input file:
```
! RIJCOSX wB97M-V def2-TZVPD def2/J DEFGRID3
* xyz 0 1
C 0.003 1.512 0.716
C -0.057 0.677 -0.558
C -1.090 -0.482 -0.496
C -2.382 -0.329 0.292
C 0.057 -1.392 0.010
C 1.039 -0.408 -0.663
C 2.409 -0.077 -0.114
H 0.887 2.158 0.721
H 0.044 0.892 1.619
H -0.881 2.153 0.803
H -0.119 1.353 -1.418
H -1.340 -0.781 -1.523
H -2.203 -0.074 1.342
H -3.009 0.461 -0.140
H -2.968 -1.256 0.275
H 0.061 -2.439 -0.306
H 0.141 -1.358 1.103
H 1.131 -0.693 -1.718
H 2.756 0.843 -0.594
H 2.378 0.100 0.964
H 3.143 -0.860 -0.315
*
```

Properties
**SMILES string**: C[C@@H]1[C@H](C)C[C@@H]1C
**Relative energy (zero: lowest compared OMol25 entry of this formula, charge and spin)**: 15.0 kcal per mole
**Frontier orbital gap**: 11.41 eV
**E_LUMO**: 1.1 eV
**HOMO energy**: -10.27 eV
**Total energy**: -275.09238 hartree

=====

Among the records above, which one has the highest total energy?
C7H14

=====

Number 2 is which compound?
C3H39O17